Record 1
DFT (ωB97M-V with the def2-TZVPD basis set) results for a 2-piece molecular cluster, C4H13NP overall at a distorted geometry.

Geometry as XYZ:
```
19
Properties=species:S:1:pos:R:3
C -0.587 -1.147 -2.383
C -2.119 2.476 2.320
C 1.736 1.164 0.153
C 0.723 -1.703 0.539
N 0.376 -0.234 -1.791
P 0.367 -0.045 -0.138
H -1.028 -0.706 -3.321
H -0.097 -2.140 -2.675
H -1.523 -1.380 -1.927
H -2.213 2.931 1.395
H -1.171 2.261 2.699
H -3.006 2.206 2.985
H 1.555 1.587 1.142
H 1.583 1.811 -0.717
H 2.778 0.647 0.200
H 1.798 -2.064 0.295
H -0.133 -2.245 0.295
H 0.890 -1.627 1.650
H 0.728 0.495 -2.398
```

Summary:
total charge = +1
molecular weight = 106.13 g/mol
gap between HOMO and LUMO (spin up / spin down) = 5.062 / 10.902 eV
LUMO energy (spin up / spin down) = -6.69 / -2.91 eV

---

Record 2
DFT (ωB97M-V with the def2-TZVPD basis set) results for a 2-piece molecular cluster, C4H13NPS overall at a distorted geometry.

Geometry as XYZ:
```
20
Properties=species:S:1:pos:R:3
C 2.091 -1.814 0.134
C -1.795 -1.869 0.803
C -0.389 2.080 0.257
C -0.353 0.576 0.501
N -0.044 2.431 -1.118
P 1.587 -0.362 -0.908
S -1.751 -0.343 -0.212
H 2.476 -2.542 -0.503
H 1.537 -2.386 0.919
H 2.954 -1.323 0.647
H -1.190 -1.648 1.667
H -1.382 -2.756 0.162
H -2.801 -2.061 1.033
H -1.390 2.589 0.475
H 0.236 2.743 1.040
H -0.153 0.253 1.502
H -0.434 3.335 -1.500
H -0.589 1.725 -1.741
H 0.857 2.138 -1.540
H 0.536 -0.767 -1.616
```

Summary:
total charge = +1
molecular weight = 138.20 g/mol
gap between HOMO and LUMO = 7.602 eV
LUMO energy = -3.84 eV